1.
C6H16BeO10 as an isolated structure at a distorted geometry, computed with ωB97M-V/def2-TZVPD.

XYZ file:
```
33
C6H16BeO10 | OMol25 | ωB97M-V/def2-TZVPD
Be -0.16757 0.36194 0.51105
C 0.93365 2.07962 1.83178
O 0.46501 2.68350 2.74616
O 1.04969 0.83484 1.86787
O 0.62429 2.50309 0.70924
C -1.98075 1.39250 1.83180
O -1.60436 0.21485 2.11089
O -2.01475 2.34794 2.62717
O -1.51289 1.73761 0.74129
C 1.55947 -1.73521 1.49573
O 0.20860 -1.20417 1.27703
H 1.47228 -2.80945 1.65855
H 2.23241 -1.62783 0.64502
H 2.09058 -1.32169 2.35305
H -0.35553 -1.42074 2.02299
C -2.19591 -0.32623 -1.10889
O -1.77949 -0.69528 0.15917
H -1.46419 0.34362 -1.56054
H -2.12331 -1.10675 -1.86626
H -3.17362 0.14840 -1.02581
H -2.23669 -1.52386 0.32052
C 0.46566 0.96248 -2.27658
O 0.04087 1.35592 -0.96644
H -0.19778 1.49603 -2.95722
H 1.49203 1.27703 -2.46563
H 0.30402 -0.10683 -2.41273
H 0.47861 2.17474 -0.72246
C 1.03997 -1.63779 -1.44678
O 1.22968 -0.56123 -0.45941
H 1.69114 -1.36790 -2.27819
H 1.33381 -2.57854 -0.98123
H -0.02255 -1.61069 -1.68848
H 2.11749 -0.28008 -0.69252
```

Computed properties:
LUMO level	4.52	eV
highest occupied orbital energy	0.0743	Ha
Kohn-Sham gap	2.5	eV
energy relative to the best compared isomer or geometry (same formula, charge and spin)	77.4	kcal per mole
net charge	-2

2.
C31H23N3ORuS5SbSe as an isolated structure at a distorted geometry, computed with ωB97M-V/def2-TZVPD.

XYZ file:
```
66
C31H23N3ORuS5SbSe | OMol25 | ωB97M-V/def2-TZVPD
Ru -1.33466 -0.98308 -1.98299
O -1.57086 0.67532 -0.42649
N -2.69356 0.94322 0.24241
C -2.61856 1.76212 1.31551
C -3.65696 1.94682 2.17441
C -4.87886 1.26432 1.94711
C -4.97706 0.48922 0.81471
C -3.92176 0.35562 -0.07299
S -4.14526 -0.52418 -1.56659
H -1.66436 2.24742 1.44651
H -3.53396 2.62532 3.00381
H -5.70386 1.35772 2.63371
H -5.89616 -0.02048 0.57101
S 1.16144 -3.00968 -5.31799
C 0.36074 -2.29008 -4.06479
S 1.06224 -1.19698 -2.96239
S -1.30976 -2.60278 -3.69209
S -3.31416 -3.09728 -0.21389
C -2.95676 -1.80868 -1.15699
C 5.19544 -0.02748 2.95181
C 5.17124 0.72492 1.79171
C 4.02044 0.77492 1.02211
C 2.89024 0.07172 1.39581
C 2.92404 -0.67498 2.56391
C 4.06354 -0.72598 3.34151
Sb 1.09144 0.02432 0.15251
C 1.39834 -2.12598 0.08341
C 2.67714 -2.65748 0.14121
C 2.86664 -4.02738 0.12731
C 1.78314 -4.88508 0.03741
C 0.51084 -4.35908 -0.10919
C 0.33064 -2.98618 -0.09569
C 0.03104 0.20002 2.04611
C 0.37814 1.28442 2.84241
C -0.28926 1.53802 4.02571
C -1.32846 0.71302 4.42441
C -1.68736 -0.36348 3.63261
C -1.01526 -0.61418 2.44551
H 6.09584 -0.07848 3.55131
H 6.05454 1.26892 1.48201
H 3.99944 1.35792 0.10991
H 2.04374 -1.23318 2.86001
H 4.07474 -1.31638 4.24901
H 3.53024 -1.99758 0.20021
H 3.87184 -4.42228 0.19141
H 1.93244 -5.95758 0.06871
H -0.34876 -5.00398 -0.22709
H -0.66916 -2.57268 -0.24429
H 1.18834 1.93142 2.52711
H -0.00166 2.38322 4.63831
H -1.86096 0.91862 5.34521
H -2.51096 -0.99918 3.92961
H -1.31866 -1.44938 1.82611
Se -3.05506 0.80312 -4.43799
N -1.52716 0.81952 -3.46409
C -0.80956 1.90112 -3.81799
C 0.43834 2.25762 -3.30659
C 1.08194 3.37862 -3.79759
C 0.48324 4.18752 -4.76039
C -0.77266 3.88722 -5.25439
C -1.43096 2.73132 -4.81789
N -2.63076 2.33682 -5.27399
H 0.91034 1.64602 -2.54719
H 2.06914 3.62562 -3.42429
H 1.00614 5.06452 -5.12939
H -1.26406 4.51352 -5.98849
```

Computed properties:
LUMO level (alpha / beta)	3.93 / 4.01	eV
highest occupied orbital energy (alpha / beta)	-0.0011 / -0.0022	Ha
Kohn-Sham gap (alpha / beta)	4.0 / 4.1	eV
2S+1	2
energy relative to the best compared isomer or geometry (same formula, charge and spin)	98.3	kcal per mole
net charge	-2

3.
A 2-piece molecular cluster, C2H3IN overall at a distorted geometry, computed with ωB97M-V/def2-TZVPD.

XYZ file:
```
7
C2H3IN | OMol25 | ωB97M-V/def2-TZVPD
C 0.41541 0.95322 1.04521
C 3.05832 0.27379 -0.40336
N 0.44769 0.05905 -0.05804
I 5.02556 0.08384 -0.02472
H 1.50939 -0.31123 -0.09258
H 0.04047 0.69933 -0.77477
H -0.33310 -0.63417 0.05004
```

Computed properties:
LUMO level (alpha / beta)	-6.43 / -6.33	eV
highest occupied orbital energy (alpha / beta)	-0.5313 / -0.4800	Ha
Kohn-Sham gap (alpha / beta)	8.0 / 6.7	eV
energy relative to the best compared isomer or geometry (same formula, charge and spin)	203.8	kcal per mole
net charge	+1

4.
The molecule C6H6, computed with ωB97M-V/def2-TZVPD.

XYZ file:
```
12
C6H6 | OMol25 | ωB97M-V/def2-TZVPD
C -0.61737 -0.20970 2.84238
C 0.01901 0.04329 1.85149
C 0.71469 0.37057 0.59626
C -0.31582 0.46947 -0.49018
C -0.30477 -0.13550 -1.70567
C 0.86720 -0.77210 -2.23107
H -1.16836 -0.43902 3.72921
H 1.45924 -0.38499 0.33308
H 1.23333 1.33095 0.71668
H -1.26853 -0.10100 -2.20742
H -1.20888 1.03510 -0.21912
H 0.59028 -1.20707 -3.21564
```

Computed properties:
LUMO level (alpha / beta)	-1.08 / -1.08	eV
highest occupied orbital energy (alpha / beta)	-0.3112 / -0.3111	Ha
Kohn-Sham gap (alpha / beta)	7.4 / 7.4	eV
energy relative to the best compared isomer or geometry (same formula, charge and spin)	145.7	kcal per mole

5.
C26H23AsIN3PS4Tc as an isolated structure, computed with ωB97M-V/def2-TZVPD.

XYZ file:
```
60
C26H23AsIN3PS4Tc | OMol25 | ωB97M-V/def2-TZVPD
Tc 0.46808 -2.20925 0.24610
C 1.59251 -3.43056 -1.21346
C 0.29531 -4.01641 -1.09139
C 0.22300 -4.62621 0.19657
C 1.40184 -4.35130 0.88779
C 2.25886 -3.59183 0.03080
H 1.99253 -2.94401 -2.08995
H -0.45538 -4.07866 -1.86370
H -0.63259 -5.15842 0.57841
H 1.62924 -4.65674 1.89682
H 3.26238 -3.26894 0.25796
S -6.23465 -2.31060 0.22109
As -4.17305 -1.57758 -0.06320
S -1.48542 -2.52318 1.51660
S -2.95056 -3.43470 0.41723
S -5.38727 -2.38805 -1.71680
I 4.09937 0.61023 4.36216
C 2.61246 -0.54537 3.54466
C 1.61728 -1.24057 4.21050
N 0.86858 -1.85124 3.28773
N 1.32618 -1.60494 2.04591
C 2.39050 -0.81030 2.19632
H 1.40830 -1.34432 5.26278
H 0.05511 -2.44108 3.41384
H 2.94561 -0.46913 1.33777
N 0.15576 -0.66832 -0.39505
P -0.14609 0.96962 -0.66398
C 1.03033 1.51094 -1.88280
C 0.68593 2.55902 -2.73706
C 1.62554 3.04561 -3.63219
C 2.89599 2.48943 -3.67610
C 3.24038 1.44508 -2.82504
C 2.31105 0.95547 -1.92463
C 0.11709 1.73871 0.91693
C -0.64287 1.32082 2.01440
C -0.44329 1.91969 3.24447
C 0.50979 2.92518 3.38236
C 1.26559 3.33524 2.29425
C 1.07320 2.74433 1.05388
C -1.79981 1.16319 -1.26997
C -2.73881 1.93477 -0.58812
C -4.02349 2.05045 -1.09902
C -4.36420 1.40004 -2.27621
C -3.42256 0.63874 -2.96350
C -2.13846 0.51967 -2.46622
H -0.30786 2.98872 -2.71038
H 1.36293 3.85540 -4.29881
H 3.62307 2.86774 -4.38213
H 4.23143 1.01458 -2.86918
H 2.57507 0.13710 -1.26553
H -1.38513 0.53735 1.90419
H -1.03858 1.61669 4.09595
H 0.65780 3.39555 4.34566
H 2.00121 4.11970 2.40749
H 1.65790 3.06945 0.20238
H -2.47421 2.44874 0.32651
H -4.75656 2.65152 -0.57846
H -5.36916 1.48889 -2.66699
H -3.69422 0.14081 -3.88425
H -1.40296 -0.06679 -3.00539
```

Computed properties:
LUMO level	-6.97	eV
highest occupied orbital energy	-0.4735	Ha
Kohn-Sham gap	5.9	eV
energy relative to the best compared isomer or geometry (same formula, charge and spin)	16.2	kcal per mole
net charge	+2